Entry 1:
45
Properties=species:S:1:pos:R:3:mulliken_charge:R:1 method="wB97M-V/def2-TZVPD" e_tot_ev=-195880.86917 homo_ev="-1.188 / -1.192" fmax_ev_per_a=2.0 charge=-2 relative_energy_kcal_mol=31.1 orbital_gap_ha="0.1417 / 0.1420"
Au -0.147 -0.575 -0.284 0.34
S -1.582 -0.355 1.635 -0.50
C -0.411 -0.620 2.872 0.62
C -0.653 -0.072 4.134 -0.97
C 0.189 -0.303 5.210 0.74
C -0.099 0.225 6.481 -0.15
N -0.348 0.632 7.528 -0.62
C 1.350 -1.101 5.022 0.43
C 1.616 -1.625 3.767 -0.75
C 0.760 -1.403 2.684 0.39
S 1.166 -2.139 1.183 -0.31
C 2.212 -1.336 6.106 -0.04
N 2.908 -1.524 7.003 -0.63
H -1.524 0.554 4.255 0.46
H 2.512 -2.207 3.602 0.48
Cl -4.209 -2.264 -3.388 -0.25
C -2.546 -2.712 -3.012 -0.39
C -1.643 -1.442 -2.848 0.65
O -0.864 -1.187 -3.750 -0.62
O -1.833 -0.846 -1.755 -0.72
H -2.178 -3.338 -3.824 0.29
H -2.570 -3.257 -2.069 0.23
Se 2.019 1.467 1.915 -0.45
C 2.715 2.729 3.146 0.02
C 3.009 4.024 2.723 -0.50
C 3.514 4.949 3.615 -0.39
C 3.723 4.599 4.940 -0.47
C 3.434 3.310 5.361 -0.48
C 2.938 2.378 4.473 -0.23
H 2.838 4.296 1.690 0.38
H 3.744 5.951 3.277 0.33
H 4.111 5.327 5.642 0.32
H 3.595 3.026 6.392 0.38
H 2.722 1.371 4.802 0.30
Cl 0.674 2.363 -1.206 -0.14
C 1.665 1.151 -1.914 1.11
C 1.336 -0.179 -1.692 -1.46
C 2.118 -1.133 -2.325 1.22
Cl 1.718 -2.791 -2.136 -0.18
C 3.216 -0.787 -3.110 -0.10
Cl 4.184 -1.986 -3.865 -0.24
C 3.548 0.554 -3.265 0.54
Cl 4.934 0.995 -4.181 -0.23
C 2.765 1.535 -2.672 -0.15
Cl 3.184 3.190 -2.852 -0.23

---

Entry 2:
82
Properties=species:S:1:pos:R:3:lowdin_spin:R:1 method="wB97M-V/def2-TZVPD" e_tot_ev=-173474.50465 homo_ev="-5.958 / -7.625" fmax_ev_per_a=4.7 spin_multiplicity=3 relative_energy_kcal_mol=48.7 orbital_gap_ha="0.1784 / 0.2310"
W 10.959 9.779 14.996 1.35
C 7.434 7.095 16.328 0.00
C 8.645 7.427 15.543 0.01
N 9.130 8.616 15.843 0.00
N 8.215 9.155 16.755 0.01
C 7.220 8.317 16.982 0.01
B 8.577 10.482 17.510 0.00
N 10.043 10.364 18.054 0.00
C 10.554 10.497 19.305 0.01
C 11.817 9.973 19.296 0.00
C 12.081 9.538 17.979 0.01
N 11.048 9.902 17.192 0.02
N 8.657 11.501 16.310 0.01
C 8.155 12.754 16.244 0.01
C 8.726 13.429 15.196 0.00
C 9.689 12.595 14.645 0.01
N 9.684 11.399 15.296 0.02
H 6.845 6.127 16.331 0.00
H 9.122 6.769 14.834 0.00
H 6.419 8.668 17.676 0.00
H 7.676 10.597 18.279 0.00
H 9.936 10.890 20.052 0.00
H 12.411 9.933 20.222 0.00
H 12.906 9.014 17.490 0.00
H 7.522 13.189 17.070 0.00
H 8.526 14.384 14.709 0.00
H 10.323 12.839 13.816 0.00
N 14.747 7.876 14.141 0.01
C 13.653 8.659 14.230 0.05
S 12.352 7.994 15.257 0.06
N 13.552 9.865 13.695 0.00
N 12.557 10.625 14.261 0.15
C 12.509 11.989 13.953 -0.13
C 13.343 12.971 14.559 0.06
C 14.613 12.608 15.085 -0.06
C 15.407 13.684 15.538 0.08
C 14.992 15.021 15.563 -0.01
C 13.783 15.417 15.053 0.06
C 12.914 14.390 14.424 0.03
O 11.823 14.844 14.034 0.12
H 14.590 6.875 14.245 0.00
H 15.439 8.215 13.520 0.00
H 11.942 12.236 13.046 0.00
H 14.809 11.590 15.285 0.00
H 16.403 13.481 15.962 0.01
H 15.659 15.729 16.056 0.00
H 13.450 16.466 15.024 0.00
F 9.105 6.165 9.804 0.00
C 7.941 6.838 10.167 0.00
C 8.039 8.129 10.742 0.01
C 6.812 8.757 11.109 0.00
F 6.889 9.964 11.710 0.00
C 5.570 8.119 10.921 0.00
F 4.409 8.649 11.359 0.00
C 5.492 6.926 10.178 0.00
F 4.386 6.426 9.810 0.00
C 6.715 6.290 9.820 0.00
F 6.559 5.137 9.170 0.00
Ge 9.794 8.864 10.944 0.04
S 9.732 9.174 13.174 0.02
C 11.437 7.859 10.352 0.01
C 11.814 8.048 9.024 0.00
F 10.868 8.366 8.130 0.00
C 13.075 7.688 8.578 0.00
F 13.329 7.841 7.287 0.00
C 13.928 7.041 9.472 0.00
F 15.078 6.431 8.983 0.00
C 13.649 6.939 10.807 0.00
F 14.396 6.214 11.660 0.00
C 12.368 7.262 11.226 0.00
F 11.921 6.626 12.368 0.00
C 10.288 10.669 10.440 0.01
C 11.548 11.223 10.799 0.00
F 12.625 10.472 11.125 0.00
C 11.813 12.545 10.514 0.00
F 13.068 13.041 10.628 0.00
C 10.766 13.341 10.020 0.00
F 10.985 14.660 9.932 0.00
C 9.596 12.767 9.485 0.00
F 8.670 13.483 8.831 0.00
C 9.298 11.423 9.835 0.01
F 8.153 10.761 9.343 0.00

---

Entry 3:
86
Properties=species:S:1:pos:R:3:mulliken_charge:R:1 method="wB97M-V/def2-TZVPD" e_tot_ev=-133899.96285 homo_ev=-10.723 fmax_ev_per_a=0.1 charge=+1 relative_energy_kcal_mol=0.0 orbital_gap_ha=0.2592
Ga -0.206 0.114 -0.637 -0.04
Cl 1.824 1.260 -7.365 -0.21
C 1.654 0.965 -5.668 -0.03
C 2.482 0.034 -5.040 -0.77
C 2.363 -0.207 -3.690 -0.53
C 1.402 0.460 -2.917 0.15
O 1.365 0.220 -1.611 -0.19
C 0.570 1.400 -3.562 0.28
C -0.391 2.176 -2.833 0.58
N -0.754 1.890 -1.635 0.23
C -1.623 2.699 -0.884 0.61
C -2.420 3.713 -1.344 -0.79
C -3.211 4.461 -0.449 -1.00
C -3.205 4.193 0.889 -0.87
C -2.412 3.137 1.395 0.90
C -2.369 2.783 2.762 -0.78
C -1.596 1.733 3.167 -1.57
C -0.862 1.028 2.203 1.16
N -0.861 1.338 0.928 0.64
C -1.630 2.385 0.501 0.26
C 0.719 1.650 -4.936 -1.06
H 3.223 -0.495 -5.625 0.44
H 3.013 -0.917 -3.197 0.45
H -0.795 3.056 -3.335 0.31
H -2.457 3.949 -2.399 0.42
H -3.828 5.259 -0.838 0.41
H -3.809 4.774 1.574 0.45
H -2.958 3.347 3.476 0.46
H -1.542 1.434 4.204 0.56
H -0.245 0.184 2.476 -0.52
H 0.087 2.386 -5.419 0.47
C 3.333 -1.087 0.062 -1.43
P 1.974 -0.919 1.278 1.18
C 1.825 -2.721 1.679 -0.19
N 2.436 -3.219 2.720 0.02
C 2.368 -4.565 2.910 0.24
C 3.007 -5.143 4.030 -0.57
C 2.957 -6.495 4.210 -0.59
C 2.274 -7.324 3.288 -0.58
C 1.650 -6.790 2.199 -0.38
C 1.685 -5.392 1.993 0.00
N 1.051 -4.856 0.917 -0.29
C 1.104 -3.560 0.767 -0.39
P 0.194 -2.773 -0.621 0.59
C 0.352 -4.021 -1.943 -1.66
C -1.573 -2.929 -0.017 2.22
C -2.147 -4.332 -0.209 -2.14
C -1.627 -2.578 1.482 -1.80
C -3.757 -2.123 -1.217 -1.51
C 2.808 -0.116 2.748 1.99
C 4.277 -0.518 2.905 -1.87
C 2.063 -0.433 4.051 -1.68
C 2.738 1.393 2.472 -1.70
H 4.149 -1.674 0.480 0.56
H 3.687 -0.103 -0.242 0.43
H 2.936 -1.583 -0.822 0.21
H 3.528 -4.493 4.719 0.46
H 3.444 -6.944 5.065 0.41
H 2.251 -8.393 3.454 0.40
H 1.121 -7.402 1.482 0.47
H 0.156 -5.027 -1.575 0.42
H 1.368 -3.976 -2.336 0.45
H -0.333 -3.775 -2.754 0.41
H -1.497 -5.062 0.276 0.39
H -2.234 -4.614 -1.258 0.43
H -3.136 -4.415 0.248 0.58
H -1.173 -3.369 2.081 0.45
H -2.667 -2.474 1.794 0.59
H -1.109 -1.642 1.698 0.29
H -3.797 -3.064 -1.761 0.46
H -4.084 -1.322 -1.880 0.39
H -4.983 -1.368 0.325 0.28
H 4.394 -1.597 2.986 0.25
H 4.664 -0.065 3.822 0.56
H 4.889 -0.152 2.081 0.34
H 2.283 -1.443 4.387 0.28
H 0.978 -0.342 3.970 0.16
H 2.388 0.268 4.824 0.56
H 3.162 1.648 1.497 0.40
H 3.318 1.922 3.231 0.55
H 1.717 1.777 2.511 0.21
N -6.191 -4.183 0.085 -0.50
C -5.503 -3.261 0.014 0.41
N -4.641 -2.239 -0.052 -0.15
C -2.336 -1.813 -0.766 0.63
N -1.899 -0.649 -0.969 -0.67